(1)
{
  "formula": "C17H31N4O3OsPS2",
  "method": "wB97M-V/def2-TZVPD",
  "e_above_lowest_kcal_mol": 12.48,
  "lumo_ev": [-3.28, -3.98],
  "spin_multiplicity": 2,
  "e_homo_ev": [-11.29, -11.08],
  "total_energy_ha": -2339.40283,
  "total_charge": 1,
  "homo_lumo_gap_ha": [0.2942, 0.2610],
  "species": ["Os", "S", "S", "P", "O", "O", "O", "N", "N", "N", "N", "C", "C", "C", "C", "C", "C", "C", "C", "C", "C", "C", "C", "C", "C", "C", "C", "C", "H", "H", "H", "H", "H", "H", "H", "H", "H", "H", "H", "H", "H", "H", "H", "H", "H", "H", "H", "H", "H", "H", "H", "H", "H", "H", "H", "H", "H", "H", "H"],
  "positions_angstrom": [[-0.658, 0.348, -0.230], [0.858, 0.917, 1.536], [-2.332, 0.945, 1.411], [-0.798, 1.738, 2.410], [-0.915, 1.547, 3.954], [-0.720, 3.313, 2.270], [-0.711, -6.158, 0.504], [0.986, -0.038, -1.700], [2.937, -0.230, -3.414], [0.805, -4.765, 1.439], [-1.432, -1.535, -0.180], [-1.968, 4.781, 0.816], [-0.342, -5.036, 0.763], [2.675, 1.170, -3.107], [-0.700, 3.986, 0.989], [-1.159, -3.857, 0.289], [2.086, -0.912, -1.193], [-2.701, -1.769, -0.560], [-1.877, 1.053, -1.784], [-0.688, -2.562, 0.262], [0.529, -0.633, -2.993], [1.594, 1.298, -2.010], [-2.442, -4.109, -0.182], [0.499, 1.142, 5.864], [3.283, -0.921, -2.176], [0.022, 2.182, 4.886], [1.724, -0.836, -3.955], [-3.225, -3.046, -0.593], [0.193, 4.610, 0.989], [1.675, -1.916, -1.088], [2.367, 1.677, -4.022], [0.846, 2.623, 4.322], [-2.081, 5.501, 1.626], [0.030, -1.574, -2.755], [-1.344, 1.801, -2.385], [4.153, -0.433, -1.734], [0.786, 1.960, -2.325], [-4.241, -3.190, -0.931], [0.967, -3.879, 1.882], [-0.210, 0.042, -3.421], [-2.834, 4.120, 0.809], [-2.157, 0.252, -2.477], [1.295, -5.562, 1.813], [-2.797, 1.521, -1.428], [2.007, 1.684, -1.078], [0.297, -2.287, 0.612], [-1.936, 5.327, -0.127], [1.171, 1.605, 6.586], [-0.534, 2.984, 5.366], [1.039, 0.346, 5.352], [-3.277, -0.906, -0.856], [-0.588, 3.249, 0.186], [2.383, -0.552, -0.209], [-0.340, 0.708, 6.405], [1.506, -0.387, -4.924], [1.918, -1.896, -4.124], [-2.799, -5.130, -0.193], [3.568, -1.946, -2.413], [3.605, 1.633, -2.774]]
}

=====

(2)
{
  "formula": "C2H6ClOP",
  "method": "wB97M-V/def2-TZVPD",
  "e_above_lowest_kcal_mol": 60.89,
  "lumo_ev": 0.65,
  "spin_multiplicity": 1,
  "e_homo_ev": -8.85,
  "smiles": "CP(Cl)CO",
  "total_energy_ha": -956.53947,
  "total_charge": 0,
  "homo_lumo_gap_ha": 0.3491,
  "species": ["Cl", "P", "O", "C", "C", "H", "H", "H", "H", "H", "H"],
  "positions_angstrom": [[-0.179, -0.316, -2.645], [-0.380, -0.892, -0.705], [-0.711, 1.818, 1.189], [-1.296, 0.782, 0.352], [1.330, -1.000, -0.110], [1.587, -2.001, -0.286], [-2.141, 0.187, 0.801], [-1.828, 1.166, -0.507], [2.251, -0.427, -0.462], [1.139, -0.954, 0.950], [0.227, 1.638, 1.423]]
}

=====

(3)
{
  "formula": "C10H40N4O10",
  "method": "wB97M-V/def2-TZVPD",
  "e_above_lowest_kcal_mol": 455.99,
  "lumo_ev": -0.07,
  "spin_multiplicity": 1,
  "e_homo_ev": -8.00,
  "total_energy_ha": -1375.63881,
  "total_charge": 0,
  "homo_lumo_gap_ha": 0.2914,
  "species": ["O", "O", "O", "O", "O", "O", "O", "O", "O", "O", "N", "N", "N", "N", "C", "C", "C", "C", "C", "C", "C", "C", "C", "C", "H", "H", "H", "H", "H", "H", "H", "H", "H", "H", "H", "H", "H", "H", "H", "H", "H", "H", "H", "H", "H", "H", "H", "H", "H", "H", "H", "H", "H", "H", "H", "H", "H", "H", "H", "H", "H", "H", "H", "H"],
  "positions_angstrom": [[0.077, -1.214, 1.470], [-3.298, 0.440, 0.505], [2.540, 3.597, 1.598], [-1.065, 0.895, -2.402], [1.068, 0.513, 4.875], [-0.696, -2.214, -1.936], [0.462, 0.670, 1.033], [2.295, 1.574, -1.581], [2.210, -0.119, -0.714], [-1.722, -1.082, 1.020], [-0.316, -2.469, -4.140], [-2.478, -1.418, 3.032], [-2.381, -3.111, 1.716], [0.156, -0.640, -3.273], [-2.132, -1.853, 1.851], [-0.373, -1.804, -3.043], [2.031, -1.502, -1.176], [-0.288, 0.476, -0.203], [-2.534, 1.555, 0.839], [1.451, 0.363, 3.519], [1.723, 2.461, 1.536], [-1.162, 2.126, -3.210], [0.763, -2.480, 1.430], [1.185, 2.239, -2.184], [-1.228, 0.082, -2.885], [-2.076, -3.539, 0.854], [-0.856, -1.346, 1.288], [1.844, -2.433, 1.299], [-2.628, -3.658, 2.528], [-2.778, -0.326, 0.759], [0.891, 0.977, 2.814], [1.022, -1.764, -0.857], [-0.644, -3.416, -4.266], [0.676, -0.436, -4.115], [0.372, -3.095, 0.620], [0.349, -0.141, -2.416], [1.469, 3.291, -2.161], [0.484, -0.133, 1.559], [-1.253, 0.163, 0.195], [2.182, 1.658, 2.111], [-0.257, 1.377, -0.816], [0.204, -2.022, -4.883], [-1.660, 2.929, -2.667], [0.915, 1.453, 4.998], [2.777, -2.123, -0.681], [0.726, 2.660, 1.930], [1.043, 1.994, -3.237], [1.996, 0.719, -1.261], [2.520, 0.392, 3.309], [-3.038, -2.064, 3.570], [-1.728, 1.970, -4.128], [-1.911, 1.562, -0.055], [2.002, -1.506, -2.266], [-0.276, 2.680, -3.519], [0.250, 2.108, -1.639], [-1.836, 1.279, 1.629], [0.125, -0.341, -0.795], [2.108, -0.094, 0.240], [2.998, 3.777, 2.423], [-3.128, 2.469, 0.868], [1.272, -0.647, 3.152], [-2.600, -0.417, 3.076], [1.549, 2.048, 0.542], [0.605, -3.090, 2.320]]
}

=====

(4)
{
  "formula": "C37H41BaN5OPS2",
  "method": "wB97M-V/def2-TZVPD",
  "e_above_lowest_kcal_mol": 0.00,
  "lumo_ev": [-2.95, -2.95],
  "spin_multiplicity": 1,
  "e_homo_ev": [-8.84, -8.83],
  "total_energy_ha": -2946.61025,
  "total_charge": 1,
  "homo_lumo_gap_ha": [0.2164, 0.2161],
  "species": ["Ba", "S", "S", "P", "O", "N", "N", "N", "N", "N", "C", "C", "C", "C", "C", "C", "C", "C", "C", "C", "C", "C", "C", "C", "C", "C", "C", "C", "C", "C", "C", "C", "C", "C", "C", "C", "C", "C", "C", "C", "C", "C", "C", "C", "C", "C", "C", "H", "H", "H", "H", "H", "H", "H", "H", "H", "H", "H", "H", "H", "H", "H", "H", "H", "H", "H", "H", "H", "H", "H", "H", "H", "H", "H", "H", "H", "H", "H", "H", "H", "H", "H", "H", "H", "H", "H", "H", "H"],
  "positions_angstrom": [[0.192, 0.505, 0.357], [1.911, 0.891, 3.733], [0.496, -2.042, -1.067], [-2.651, 1.875, 1.333], [0.991, 1.164, 2.538], [3.130, -1.134, -0.766], [2.822, -3.309, -1.320], [2.701, 0.021, -0.499], [4.113, -3.425, -1.362], [-2.493, -0.286, -0.722], [-4.377, 3.145, 4.780], [-1.696, 3.035, 0.274], [-3.787, 0.361, -0.687], [-4.134, 5.110, 3.416], [-6.270, 1.619, -0.616], [4.670, -7.038, -1.899], [-3.806, 2.379, 3.775], [-1.871, 3.130, -1.106], [-3.405, 2.969, 2.576], [-6.023, 0.620, -1.545], [-0.432, 1.854, 4.937], [0.223, 4.507, 0.095], [6.124, -4.698, -1.630], [4.921, 0.577, 0.482], [-1.002, 3.895, -1.878], [6.781, -5.901, -1.829], [0.835, 1.043, 5.185], [2.959, 2.357, 3.886], [3.702, 0.951, -0.083], [4.737, -4.671, -1.566], [3.388, 2.301, -0.207], [4.330, 1.994, 4.446], [-4.787, -0.010, -1.575], [5.501, 2.903, 0.767], [0.043, 4.586, -1.282], [-4.020, 1.387, 0.233], [-0.224, 3.354, 4.772], [-4.535, 4.513, 4.604], [-5.270, 2.000, 0.267], [4.001, -5.841, -1.698], [6.058, -7.077, -1.965], [4.289, 1.491, 5.884], [5.813, 1.553, 0.898], [-3.578, 4.341, 2.402], [4.285, 3.273, 0.212], [-0.629, 3.728, 0.863], [2.244, -2.146, -1.072], [-6.795, 0.318, -2.240], [4.043, 4.322, 0.090], [5.149, -0.472, 0.606], [6.205, 3.658, 1.089], [2.451, 3.109, 4.491], [5.294, 1.293, 6.254], [0.711, 5.188, -1.885], [-2.512, -1.131, -0.154], [4.099, -7.950, -2.004], [-1.093, 1.667, 5.787], [3.028, 2.707, 2.854], [-3.671, 1.313, 3.920], [4.685, -2.595, -1.244], [4.793, 1.249, 3.794], [6.760, 1.261, 1.333], [-7.235, 2.106, -0.582], [0.591, 0.012, 5.444], [-4.972, 5.114, 5.391], [3.727, 0.558, 5.972], [-1.152, 3.959, -2.948], [-4.262, 6.175, 3.274], [-0.468, 3.648, 1.933], [-2.288, -0.609, -1.663], [2.922, -5.801, -1.645], [1.031, 5.050, 0.571], [7.861, -5.917, -1.880], [-3.275, 4.814, 1.476], [1.456, 1.454, 5.982], [6.569, -8.017, -2.122], [3.830, 2.228, 6.548], [-2.694, 2.612, -1.583], [-4.597, -0.802, -2.290], [0.296, 3.782, 5.632], [-0.943, 1.454, 4.059], [-1.185, 3.861, 4.677], [6.688, -3.777, -1.527], [0.359, 3.582, 3.877], [4.953, 2.888, 4.381], [2.453, 2.593, -0.676], [-4.693, 2.677, 5.704], [-5.459, 2.787, 0.986]]
}

=====

(5)
{
  "formula": "C48H128O16",
  "method": "wB97M-V/def2-TZVPD",
  "e_above_lowest_kcal_mol": 87.78,
  "lumo_ev": 0.10,
  "spin_multiplicity": 1,
  "e_homo_ev": -9.55,
  "total_energy_ha": -3109.36873,
  "total_charge": 0,
  "homo_lumo_gap_ha": 0.3544,
  "species": ["O", "O", "O", "O", "O", "O", "O", "O", "O", "O", "O", "O", "O", "O", "O", "O", "C", "C", "C", "C", "C", "C", "C", "C", "C", "C", "C", "C", "C", "C", "C", "C", "C", "C", "C", "C", "C", "C", "C", "C", "C", "C", "C", "C", "C", "C", "C", "C", "C", "C", "C", "C", "C", "C", "C", "C", "C", "C", "C", "C", "C", "C", "C", "C", "H", "H", "H", "H", "H", "H", "H", "H", "H", "H", "H", "H", "H", "H", "H", "H", "H", "H", "H", "H", "H", "H", "H", "H", "H", "H", "H", "H", "H", "H", "H", "H", "H", "H", "H", "H", "H", "H", "H", "H", "H", "H", "H", "H", "H", "H", "H", "H", "H", "H", "H", "H", "H", "H", "H", "H", "H", "H", "H", "H", "H", "H", "H", "H", "H", "H", "H", "H", "H", "H", "H", "H", "H", "H", "H", "H", "H", "H", "H", "H", "H", "H", "H", "H", "H", "H", "H", "H", "H", "H", "H", "H", "H", "H", "H", "H", "H", "H", "H", "H", "H", "H", "H", "H", "H", "H", "H", "H", "H", "H", "H", "H", "H", "H", "H", "H", "H", "H", "H", "H", "H", "H", "H", "H", "H", "H", "H", "H"],
  "positions_angstrom": [[-0.580, 5.539, 2.496], [-3.132, -4.597, 2.072], [3.299, -1.040, 4.610], [3.488, 1.780, 4.254], [1.303, -6.013, -0.771], [1.411, -0.713, 6.637], [-7.037, -0.653, -5.112], [-4.216, 0.708, 2.405], [-4.371, 3.273, 1.050], [1.007, -0.345, -1.589], [3.518, 0.219, -2.264], [-0.228, -1.377, -3.843], [2.841, 1.813, -4.384], [4.500, 5.659, 2.445], [1.693, -3.403, -4.841], [-3.711, -5.148, -0.859], [1.162, 3.341, -4.991], [2.729, -2.558, -4.379], [4.939, -1.621, 3.062], [-1.104, 0.333, -5.412], [4.552, -0.193, -1.388], [4.114, 0.239, -0.001], [-1.025, 0.668, -0.999], [-2.620, -5.115, -1.781], [-4.794, -3.083, 2.605], [2.560, 3.835, 4.948], [-1.769, -2.104, -5.539], [2.791, -1.413, -5.339], [-5.958, 0.161, -4.768], [-4.562, 2.459, -1.155], [3.475, -1.567, 3.313], [1.129, -4.659, -0.513], [3.650, 4.678, 0.506], [-3.873, 1.160, 3.725], [1.072, -2.102, 6.836], [5.896, 0.382, -1.867], [-1.386, -0.938, -4.570], [-0.993, 5.063, 1.287], [1.124, 1.802, 4.212], [2.555, -4.141, -0.376], [-3.306, -3.260, 2.419], [-0.053, -0.478, -0.682], [0.357, -4.564, 0.789], [-2.145, -3.704, -1.865], [0.659, -2.237, 8.303], [-5.034, 0.143, -5.971], [-4.778, 0.515, 4.730], [2.855, -2.920, 3.339], [-5.309, -0.331, -3.479], [-2.822, -5.791, -3.079], [-0.533, 3.609, 1.185], [3.988, -3.452, -4.296], [-4.980, 3.506, -0.165], [-0.032, -2.366, 5.841], [5.998, 5.813, 0.669], [-0.470, 5.826, 0.079], [1.893, 3.058, -2.533], [-2.778, -2.370, 1.328], [2.379, 2.632, 4.012], [4.519, 5.862, 1.079], [-4.589, 4.862, -0.728], [-2.428, 0.744, 3.895], [1.615, 2.350, -3.896], [0.589, -0.453, 0.708], [4.274, 2.175, 3.868], [5.019, -1.884, 2.007], [0.062, -3.134, 8.463], [2.387, 3.555, 5.987], [-3.587, 2.669, -1.595], [1.766, -4.234, -4.367], [-2.854, -3.000, -2.300], [2.425, -2.249, -3.379], [1.240, 0.901, 3.609], [-0.461, -1.477, -0.830], [3.540, 4.295, 4.821], [2.732, 3.740, -2.671], [5.835, 1.470, -1.864], [-2.082, 5.045, 1.265], [-2.005, 0.611, -5.960], [-4.892, 5.630, -0.016], [0.581, -0.385, -2.449], [-2.270, -0.334, 3.860], [4.681, -1.275, -1.422], [1.903, 4.680, 4.739], [1.899, -6.387, -0.118], [6.615, 6.536, 1.202], [-4.133, 1.507, 1.878], [0.710, -4.076, -1.333], [4.048, 1.326, 0.038], [-3.481, -4.851, 0.024], [2.441, 2.988, 2.983], [2.957, -0.926, 2.600], [3.217, -1.683, -6.306], [-6.056, -0.356, -2.686], [4.111, 6.841, 0.826], [-2.442, -1.752, -6.321], [-3.353, -5.062, 2.882], [0.870, 1.559, -3.806], [0.242, -3.512, 1.051], [1.562, -2.285, 8.912], [-1.785, 0.792, -0.228], [-2.053, 1.023, 4.879], [3.177, -3.529, 2.494], [6.685, 0.068, -1.183], [-2.186, -2.909, -4.934], [4.147, -3.954, -5.250], [3.356, -0.083, 4.559], [-0.600, -5.076, 0.689], [-5.497, 0.452, -6.908], [6.070, 5.951, -0.410], [2.706, -0.154, -1.911], [-4.972, -2.015, 2.726], [-6.046, 3.321, -0.038], [-5.814, 0.853, 4.766], [-0.364, 0.298, -6.211], [1.795, -1.024, -5.548], [1.868, -2.824, 6.658], [-1.856, -5.715, -1.286], [-6.660, -1.536, -5.108], [-4.463, 0.692, 5.759], [-3.028, -1.318, 1.466], [-0.833, 1.219, -4.838], [3.955, -4.158, -3.466], [-0.607, 1.675, -1.028], [-0.788, 5.233, -0.779], [-0.838, -1.646, 5.981], [-5.351, -3.442, 1.739], [-4.039, 2.235, 3.794], [5.509, -2.305, 3.691], [-4.458, 0.294, -3.210], [-4.960, -1.358, -3.593], [-5.160, 2.526, -2.064], [3.095, -4.649, 0.422], [6.196, 0.044, -2.859], [5.346, -0.628, 3.254], [2.038, -0.683, 5.911], [-2.231, -0.798, -3.895], [-2.051, -5.604, -3.827], [2.711, 4.614, 1.056], [-3.000, -6.859, -2.955], [-4.232, 0.845, -5.739], [-5.176, -3.611, 3.479], [2.000, 4.002, -5.209], [-3.507, 4.994, -0.725], [-1.801, -3.337, -0.898], [-0.571, 3.262, 0.153], [0.960, -5.119, 1.508], [2.641, -3.104, -0.050], [-0.228, -0.453, 1.430], [-1.712, -2.471, 1.124], [1.783, -2.746, 3.246], [-0.342, -3.400, 5.989], [3.361, -0.547, -5.003], [0.956, 3.512, -2.210], [0.366, -2.286, 4.829], [-1.787, 1.129, 3.101], [0.302, 2.398, 3.816], [3.121, -4.233, -1.304], [6.419, 4.835, 0.903], [-4.591, -0.842, -6.119], [4.148, 3.716, 0.631], [3.214, 1.265, -3.689], [3.622, 5.962, 2.689], [3.296, -0.343, 0.423], [-4.686, 1.434, -0.808], [-0.969, 6.794, 0.034], [4.841, -2.799, -4.111], [-1.291, -3.597, -2.535], [2.112, 2.252, -1.833], [0.309, -1.949, -4.396], [-4.792, -0.571, 4.630], [0.601, 6.016, 0.142], [-3.696, -5.355, -3.564], [3.045, -3.483, 4.252], [-4.923, 5.085, -1.742], [3.488, 4.875, -0.554], [0.301, 3.887, -4.604], [0.834, 2.810, -5.885], [-2.825, -3.038, 3.371], [1.210, 0.410, 0.947], [-4.444, 4.123, 1.489], [1.115, -1.391, 0.890], [-1.218, 2.961, 1.732], [-6.338, 1.177, -4.664], [-1.207, 5.157, 3.114], [4.924, -0.021, 0.681], [0.018, -1.460, 8.719], [1.018, 1.545, 5.266], [-0.926, -2.483, -6.117], [-3.311, -2.614, 0.410], [-1.519, 0.376, -1.926], [0.523, 3.416, 1.374]]
}

=====

(6)
{
  "formula": "C5H14NO2",
  "method": "wB97M-V/def2-TZVPD",
  "e_above_lowest_kcal_mol": 10.08,
  "lumo_ev": 4.04,
  "spin_multiplicity": 1,
  "e_homo_ev": -3.56,
  "total_energy_ha": -404.13850,
  "total_charge": -1,
  "homo_lumo_gap_ha": 0.2790,
  "species": ["O", "O", "N", "C", "C", "C", "C", "C", "H", "H", "H", "H", "H", "H", "H", "H", "H", "H", "H", "H", "H", "H"],
  "positions_angstrom": [[0.609, 0.376, 2.580], [0.962, 2.095, 0.914], [-1.365, -1.534, 1.030], [1.322, 0.059, -0.524], [0.326, -0.630, -1.467], [-1.206, -0.465, -1.225], [-1.601, -0.305, 0.212], [1.035, 1.587, -0.370], [1.845, 2.047, -0.980], [-0.822, -1.172, 1.821], [0.093, 1.824, -0.874], [-2.664, -0.063, 0.269], [0.814, 1.148, 1.833], [-0.784, -2.194, 0.521], [0.986, 0.502, 3.444], [0.497, -0.510, -2.547], [-1.043, 0.488, 0.710], [0.591, -1.712, -1.444], [-1.707, -1.318, -1.690], [2.325, -0.208, -0.842], [-1.420, 0.434, -1.809], [1.206, -0.450, 0.437]]
}

=====

(7)
{
  "formula": "C3H7NOS",
  "method": "wB97M-V/def2-TZVPD",
  "e_above_lowest_kcal_mol": 54.98,
  "lumo_ev": 0.56,
  "spin_multiplicity": 1,
  "e_homo_ev": -8.32,
  "smiles": "CNC(=S)OC",
  "total_energy_ha": -646.62436,
  "total_charge": 0,
  "homo_lumo_gap_ha": 0.3262,
  "species": ["S", "O", "N", "C", "C", "C", "H", "H", "H", "H", "H", "H", "H"],
  "positions_angstrom": [[1.657, -1.970, -0.029], [-0.881, -1.520, 0.218], [0.411, 0.276, -0.151], [0.317, -1.080, 0.065], [1.618, 1.093, 0.138], [-1.914, -0.562, -0.058], [2.166, 0.914, 1.023], [-2.949, -1.135, -0.317], [-1.503, -0.017, -1.002], [2.283, 1.004, -0.786], [1.445, 2.099, -0.007], [-0.440, 0.758, 0.059], [-2.207, 0.141, 0.846]]
}